Here is one molecule with the formula C4H9NO at a distorted geometry from the Open Molecules 2025 dataset. Energies are from ωB97M-V with the def2-TZVPD basis set.

Geometry as ORCA input:
```
! wB97M-V def2-TZVPD RIJCOSX def2/J DEFGRID3
* xyz 0 1
C 1.654 -0.569 -0.023
C 0.294 -1.188 -0.243
N -0.641 -0.959 0.826
C -0.983 -0.146 -0.283
C -0.714 1.331 -0.275
O -0.400 1.753 1.025
H 1.575 0.428 0.431
H 2.262 -1.178 0.659
H 2.201 -0.508 -0.967
H -0.171 -1.134 -1.257
H -1.303 -1.703 0.992
H -1.889 -0.482 -0.808
H -1.602 1.849 -0.664
H 0.117 1.573 -0.963
H -0.401 0.933 1.549
*
```

Output
SMILES string: C[C@H]1N[C@H]1CO
Energy above the lowest of the compared OMol25 structures with the same formula, charge and spin in eV: 4.104

Table of Löwdin atomic charges, one value per atom, all in e: -0.080 -0.256 0.009 -0.264 -0.253 -0.069 0.067 0.079 0.075 0.126 0.110 0.146 0.116 0.120 0.072